No. 1
ORCA calculation (ωB97M-V with the def2-TZVPD basis set) on 2 unconnected molecules or ions with the total composition C7H14O.

Properties
Energy above the lowest of the compared OMol25 structures with the same formula, charge and spin ... 48.6 kcal per mole
Orbital gap ... 9.17 eV
E_LUMO ... 0.690 eV
SMILES ... C=C/C=C/CCC.O

```
22
Properties=species:S:1:pos:R:3:forces:R:3
C 0.0633 -3.0431 0.4330 -0.593 -0.240 -1.231
C -0.5337 -2.1778 -0.4072 1.470 -1.407 0.544
C 0.2044 -1.0537 -0.9455 0.220 1.579 -0.644
C 1.1492 -0.2770 -0.3921 -0.773 0.445 0.041
C 1.4648 1.1308 -0.9527 0.327 -1.649 -0.206
C 0.2006 1.9541 -1.2110 -0.327 -1.150 -0.429
C -0.8172 1.9436 -0.0614 0.128 0.619 -0.225
H 1.1334 -2.9877 0.5651 0.047 0.178 0.532
H -0.4335 -3.9694 0.6954 0.001 0.142 0.334
H -1.4923 -2.4384 -0.8370 -0.234 0.389 0.246
H -0.1205 -0.6731 -1.9160 -0.365 -0.162 0.119
H 1.5966 -0.5216 0.5591 -0.096 -0.109 0.315
H 1.9674 0.9075 -1.9027 0.134 0.595 0.016
H 2.1855 1.6055 -0.2904 -0.050 0.205 0.017
H -0.2338 1.5128 -2.1206 -0.249 0.134 0.263
H 0.4401 2.9667 -1.5237 0.183 0.228 0.308
H -1.5727 2.6876 -0.3050 -0.127 0.169 0.270
H -1.3565 1.0275 0.1813 0.368 -0.222 -0.459
H -0.3037 2.2317 0.8521 -0.045 0.256 0.241
O -1.5812 -0.4324 3.0624 1.253 1.027 0.621
H -0.6931 -0.8088 3.0796 -0.154 -1.038 -0.475
H -1.2671 0.4151 3.4373 -1.116 0.012 -0.199
```
Forces are in eV/Å.

No. 2
ORCA calculation (ωB97M-V with the def2-TZVPD basis set) on a single C7H14O molecule.

Properties
Energy above the lowest of the compared OMol25 structures with the same formula, charge and spin ... 0.0 kcal per mole
Orbital gap ... 10.30 eV
E_LUMO ... 0.860 eV
SMILES ... CCC(C)(C)C(C)=O

```
22
Properties=species:S:1:pos:R:3:forces:R:3
C 0.3377 1.8940 -1.0764 -0.407 -0.102 0.050
C -0.8182 1.1635 -0.4018 0.117 0.033 0.144
C -0.4719 -0.2644 0.0812 -0.582 0.241 0.003
C 0.0180 -1.1250 -1.0815 -0.044 0.192 0.218
C -1.7415 -0.8933 0.6784 -0.146 0.059 -0.431
C 0.5174 -0.1171 1.2426 0.047 -0.028 -0.028
C 1.9127 -0.6719 1.1046 -0.080 -0.444 0.217
O 0.1775 0.4592 2.2520 0.109 -0.075 -0.138
H 0.6139 1.4193 -2.0099 0.141 -0.082 -0.213
H 1.2048 1.9262 -0.4293 0.296 0.062 0.147
H 0.0452 2.9149 -1.2959 0.031 0.198 -0.063
H -1.6685 1.1078 -1.0898 0.025 -0.068 0.064
H -1.1358 1.7408 0.4719 -0.072 -0.106 -0.072
H 0.9985 -0.8190 -1.4261 0.194 -0.010 -0.130
H 0.0495 -2.1750 -0.8024 0.091 -0.148 0.008
H -0.6717 -1.0238 -1.9151 -0.129 -0.016 -0.125
H -2.1191 -0.2882 1.4967 -0.044 0.059 0.054
H -2.5224 -0.9857 -0.0951 0.270 0.041 0.239
H -1.5213 -1.8871 1.0570 -0.040 -0.207 0.095
H 2.5492 0.0960 0.6764 0.144 0.133 -0.183
H 2.2920 -0.9113 2.0958 0.039 0.053 0.011
H 1.9541 -1.5597 0.4665 0.038 0.217 0.132
```
Forces are in eV/Å.

No. 3
ORCA calculation (ωB97M-V with the def2-TZVPD basis set) on a molecular structure, C7H14O2S.

Properties
Energy above the lowest of the compared OMol25 structures with the same formula, charge and spin ... 70.0 kcal per mole
Orbital gap ... 8.68 eV
E_LUMO ... -0.447 eV

```
24
Properties=species:S:1:pos:R:3:forces:R:3
C 0.3600 -0.5435 -0.6447 -1.362 -0.925 -0.642
C -0.2587 -0.2083 0.5136 0.342 0.543 1.431
C 0.6491 -1.9839 -0.9965 0.838 -0.533 -1.239
C 0.3047 0.3185 -1.8822 -1.193 2.424 2.607
C -0.2544 -1.0034 1.8441 -0.850 -1.567 -0.796
C -2.1227 1.5775 0.3032 0.985 -0.465 -1.565
C -0.7210 1.2390 0.7579 2.265 0.412 -1.166
O 2.9157 -0.3840 1.0719 0.277 -0.166 1.007
O 2.4197 1.6791 -0.2305 0.302 -1.228 0.403
S 2.6144 0.2340 -0.1742 0.103 1.546 -0.897
H 1.4638 -2.1845 -1.7663 -0.736 0.927 0.785
H -0.2417 -2.4109 -1.4958 0.245 -0.008 0.592
H 0.9861 -2.5554 -0.1538 -0.329 -0.472 0.550
H 0.1924 1.4303 -1.5653 1.168 -1.699 -0.946
H -0.6341 0.2025 -2.3402 -1.267 -0.760 -0.974
H 1.0759 0.0003 -2.5218 1.074 0.412 -1.022
H 0.4678 -0.4985 2.4871 0.597 -0.492 -0.050
H -0.1954 -2.1856 1.8336 0.437 2.590 -0.222
H -1.1831 -0.8060 2.3965 -0.135 0.024 -0.393
H -2.6547 0.7983 0.8382 -1.300 0.712 0.076
H -2.1704 1.3404 -0.7542 -0.408 -0.162 -0.341
H -2.3711 2.6524 0.3435 -0.220 -0.730 0.817
H -0.7841 1.4111 1.7988 0.651 0.118 1.358
H 0.1417 1.8806 0.3370 -1.484 -0.503 0.626
```
Forces are in eV/Å.

No. 4
ORCA calculation (ωB97M-V with the def2-TZVPD basis set) on 2 unconnected molecules or ions with the total composition C7H14O3.

Properties
Energy above the lowest of the compared OMol25 structures with the same formula, charge and spin ... 52.7 kcal per mole
Orbital gap ... 9.79 eV
E_LUMO ... 0.712 eV
SMILES ... CC1(C)C[C@](C)(O)C1=O.O

```
24
Properties=species:S:1:pos:R:3:forces:R:3
C 1.5660 -0.7835 -0.8296 -0.203 0.112 0.038
C 0.8960 -0.2517 0.4336 0.500 -0.309 0.392
C 1.7388 -0.5793 1.6632 -0.095 0.030 -0.127
C 0.4319 1.2237 0.3033 0.044 -0.331 -0.021
C -1.0524 0.8650 -0.0266 0.785 0.157 1.176
C -1.4165 1.2855 -1.4467 -0.296 -0.959 0.262
O -2.0007 1.4626 0.8275 -0.157 -0.133 -0.083
C -0.5643 -0.6473 0.6282 -0.231 2.450 -0.305
O -1.1311 -1.2129 1.5185 0.074 -0.094 -0.006
H 2.5232 -0.2801 -0.9678 0.055 -0.003 0.042
H 1.7378 -1.8553 -0.7423 0.023 -0.034 -0.037
H 0.9554 -0.6134 -1.7120 0.010 -0.021 -0.053
H 1.8496 -1.6583 1.7708 0.030 -0.024 0.022
H 2.7307 -0.1386 1.5614 0.039 0.012 0.021
H 1.2739 -0.1951 2.5709 0.009 -0.003 0.018
H 0.5111 1.7670 1.2437 -0.093 -0.045 0.070
H 0.9564 1.7846 -0.4683 -0.041 0.015 -0.108
H -1.3036 2.3651 -1.5523 0.136 -0.077 0.089
H -2.4603 1.0441 -1.6414 -0.122 0.000 -0.111
H -0.8020 0.7518 -2.1666 0.108 0.168 -0.169
H -2.0495 0.9557 1.6484 0.042 -0.056 -0.038
O -1.1771 -1.7862 -1.1382 -1.802 2.298 -0.015
H -1.4510 -2.5629 -0.6350 -0.355 0.312 0.098
H -1.7622 -0.9406 -0.8427 1.540 -3.464 -1.155
```
Forces are in eV/Å.

No. 5
ORCA calculation (ωB97M-V with the def2-TZVPD basis set) on a molecular structure, C7H14O3.

Properties
Energy above the lowest of the compared OMol25 structures with the same formula, charge and spin ... 125.0 kcal per mole
Orbital gap ... 8.01 eV
E_LUMO ... 0.140 eV

```
24
Properties=species:S:1:pos:R:3:forces:R:3
C 1.0875 0.8292 0.0300 -0.281 -0.047 0.198
C 0.6643 -0.5920 -0.0688 0.669 0.266 0.629
C 1.1240 -0.1280 1.1696 -0.023 -0.114 -0.738
C 2.3154 1.3389 -0.6871 -0.097 -0.011 -0.017
C -2.8658 -0.0816 -0.3405 -0.068 0.145 0.258
C 1.0584 -1.7152 -0.9783 -0.199 -0.041 -0.057
C -1.9013 -0.9552 0.4114 0.602 -0.491 -0.516
O 0.0173 1.8075 -0.0116 0.160 -0.088 0.039
O -1.4251 0.2485 1.9108 0.658 -0.248 -0.014
O -2.0297 -2.0537 0.8387 0.035 0.372 0.001
H 0.3498 2.6102 0.4091 0.009 -0.048 -0.031
H -1.3660 1.1137 1.4742 0.087 -0.027 0.057
H -0.6735 -0.6706 -0.0615 -0.664 0.014 0.203
H -0.3847 -0.0161 1.9153 -0.932 0.465 -0.115
H 1.9435 -0.4742 1.7813 -0.007 -0.059 0.023
H 2.0738 1.6453 -1.7073 0.005 -0.020 0.027
H 3.0925 0.5755 -0.7209 -0.019 0.003 0.011
H 2.7271 2.2089 -0.1660 -0.019 -0.046 0.000
H -2.4400 0.9018 -0.5242 0.017 -0.032 -0.024
H -3.0732 -0.5737 -1.2914 0.054 -0.022 0.032
H -3.7950 0.0037 0.2235 0.026 -0.020 -0.025
H 0.6284 -1.6040 -1.9757 0.006 -0.021 0.039
H 2.1457 -1.7524 -1.0723 -0.038 0.049 0.041
H 0.7266 -2.6665 -0.5579 0.018 0.019 -0.022
```
Forces are in eV/Å.

No. 6
ORCA calculation (ωB97M-V with the def2-TZVPD basis set) on a molecular structure, C7H14O4Sr.

Properties
Orbital gap (spin up / spin down) ... 4.57 / 4.57 eV
E_LUMO (spin up / spin down) ... -0.731 / -0.730 eV

```
26
Properties=species:S:1:pos:R:3:forces:R:3
C 1.2245 3.2771 -0.6048 -0.401 1.053 -0.633
O 2.2909 2.7971 0.1522 -1.239 7.627 -2.016
C -0.0514 2.4421 -0.4591 -0.368 0.452 0.113
O 0.2228 1.0999 -0.8237 0.203 -0.860 1.378
C -0.1320 0.0537 0.1382 -0.554 -1.937 -0.764
C 0.6026 -1.2062 -0.2212 -1.722 0.562 0.271
O 2.0334 -1.0729 -0.0271 0.831 -2.425 -0.669
C 2.8049 -2.2344 -0.2661 -0.305 -0.075 -0.260
Sr 2.4516 0.9965 0.5437 1.716 -5.540 3.217
H 1.4870 3.3060 -1.6833 -0.048 0.034 0.328
H 0.9583 4.3127 -0.3128 0.057 -0.223 -0.163
H -0.8393 2.8236 -1.1285 0.187 -0.013 0.298
H -0.4189 2.5135 0.5811 0.058 -0.178 -0.298
H 0.4667 -1.4767 -1.2823 -0.066 0.021 0.180
H 0.2836 -2.0274 0.4370 -0.119 0.163 -0.209
H 3.8440 -1.9964 -0.0162 -0.109 -0.165 -0.073
H 2.4481 -3.0580 0.3695 0.138 0.082 -0.189
H 2.7301 -2.5098 -1.3278 0.112 -0.150 0.243
H -0.6165 0.1110 1.1253 0.457 0.929 -0.598
C -3.4758 -1.3177 1.2791 -0.390 -0.219 0.076
O -3.1878 -0.2339 0.3992 0.887 -0.313 0.576
C -2.2097 -0.3823 -0.5245 -0.105 1.275 -1.421
H -4.5574 -1.5056 1.2422 0.204 -0.015 0.113
H -2.9337 -2.2266 0.9688 -0.145 0.301 0.087
H -3.1967 -1.0414 2.3068 -0.012 -0.107 -0.222
H -2.2292 -1.4443 -0.8656 0.734 -0.277 0.635
```
Forces are in eV/Å.

We obtain E values of -350.28200; -350.35946; -823.71085; -500.77923; -500.66404; -606.50024 Eh for the records listed above, in that order.
We obtain maximum force values of 2.1; 0.6; 3.8; 4.0; 1.0; 8.0 eV Å⁻¹ for the records listed above, in that order.